Entry 1:
A cluster of 14 separate species, C5H39NO13 in total at a distorted geometry, computed with ωB97M-V/def2-TZVPD.

XYZ file:
```
58
Properties=species:S:1:pos:R:3:mulliken_charge:R:1
C -1.82 -2.50 0.26 -0.998
N -1.26 -1.47 -0.66 -0.125
C -0.38 2.07 -1.65 -1.186
C -0.13 0.54 -1.41 0.762
C -0.65 -0.18 -0.12 1.944
C -1.67 0.60 0.70 -2.072
H -2.41 -2.04 1.10 0.282
H -1.00 -3.06 0.74 0.211
H -2.23 -3.33 -0.35 0.411
H -1.92 -1.32 -1.39 0.205
H -1.43 2.43 -1.47 -0.144
H -0.20 2.46 -2.62 0.347
H 0.21 2.61 -0.97 0.449
H -0.29 -0.02 -2.37 0.289
H 1.08 0.50 -1.39 -1.096
H 0.26 -0.55 0.31 -0.332
H -1.74 0.04 1.60 0.498
H -1.32 1.58 0.84 0.523
H -2.65 0.62 0.22 0.380
H -1.20 4.55 -0.72 0.324
H -2.12 4.59 0.61 0.291
O -1.94 4.11 -0.24 -0.606
H 2.30 -3.81 -1.54 0.342
H 0.98 -3.64 -0.88 0.325
O 1.92 -3.89 -0.68 -0.678
H 2.38 4.39 1.25 0.280
H 1.09 3.64 1.74 0.324
O 1.48 4.37 1.40 -0.603
H -3.40 2.28 -1.16 0.259
H -4.46 1.46 -1.70 0.264
O -4.09 1.65 -0.84 -0.659
H 2.22 -2.40 2.82 0.308
H 2.05 -1.40 1.71 0.281
O 1.42 -1.98 2.27 -0.522
H 2.13 -1.85 -1.52 0.250
H 1.36 -1.68 -2.71 0.453
O 2.24 -1.85 -2.44 -0.730
H 2.09 0.77 0.91 0.232
H 2.56 2.15 0.87 0.345
O 2.44 1.43 1.54 -0.657
H 3.37 -0.73 -0.17 0.296
H 2.42 -0.07 -1.23 0.318
O 2.78 -0.07 -0.40 -0.701
H 0.37 0.37 3.58 0.295
H 0.54 -0.75 4.38 0.329
O 0.58 0.20 4.51 -0.648
H 4.38 0.29 2.72 0.303
H 4.19 0.47 1.15 0.388
O 4.63 0.10 1.86 -0.622
H -1.99 -1.31 4.47 0.335
H -1.33 -2.19 3.53 0.282
O -1.89 -2.22 4.37 -0.629
H -2.51 0.53 -2.68 0.206
H -3.35 0.23 -3.95 0.285
O -2.52 0.02 -3.43 -0.597
H -1.10 -1.66 -3.48 0.295
H -0.03 -2.65 -4.06 0.302
O -0.45 -2.41 -3.24 -0.608
```

Computed properties:
Net charge = 0
M = 321.361 g/mol
Gap between HOMO and LUMO = 8.36 eV


Entry 2:
An isolated molecule of C16H14F3N3OS2 at a distorted geometry, computed with ωB97M-V/def2-TZVPD.

XYZ file:
```
39
Properties=species:S:1:pos:R:3:mulliken_charge:R:1
F 3.00 -3.51 2.93 -0.230
F 4.54 -2.59 1.64 -0.229
F 4.31 -4.73 1.69 -0.251
N -4.38 -1.66 1.03 -0.754
N 1.05 2.67 -0.43 -0.390
O 2.77 -3.46 0.61 -0.446
S -2.41 -3.47 0.87 -0.263
S -2.67 2.57 -0.86 -0.139
C -3.07 -1.87 1.06 0.622
C 2.14 2.29 -1.12 -0.215
C 0.02 3.20 -1.11 0.462
C 2.24 2.41 -2.51 -0.525
C 0.05 3.30 -2.53 -0.387
C 1.16 2.91 -3.23 -0.307
C 1.61 -1.37 0.98 -0.737
C 0.42 -3.47 0.76 -0.588
C 0.40 -0.67 1.08 -0.453
C 1.59 -2.76 0.79 0.323
C -0.78 -2.76 0.89 0.626
C -0.80 -1.36 1.03 0.093
N -2.09 -0.88 1.14 0.069
C 3.65 -3.56 1.75 0.813
C -1.19 3.60 -0.37 -0.957
C -2.23 0.81 -0.62 -0.360
C -2.41 0.49 0.86 -1.185
H -5.01 -2.47 0.97 0.243
H 2.94 1.85 -0.55 0.419
H 3.15 2.15 -3.00 0.393
H -0.82 3.75 -3.08 0.304
H 1.08 2.97 -4.31 0.396
H 2.58 -0.87 1.02 0.441
H 0.42 -4.55 0.60 0.415
H 0.37 0.38 1.26 0.368
H -1.41 4.64 -0.48 0.492
H -1.01 3.45 0.69 0.367
H -2.87 0.18 -1.24 0.422
H -1.20 0.57 -0.88 0.362
H -3.41 0.75 1.19 0.452
H -1.74 1.10 1.50 0.333
```

Computed properties:
Net charge = 0
M = 385.436 g/mol
SMILES = [H]/N=c1\sc2cc(OC(F)(F)F)ccc2n1CCSCc1ccccn1
Gap between HOMO and LUMO = 8.68 eV


Energy above the lowest of the compared OMol25 structures with the same formula, charge and spin
In order: 136.38 0.00
Unit: kcal/mol
Calculated total energy
In order: -33921.803 -53160.196
Unit: eV